1.
Entry from OMol25: C21H25BBr4CaClCsLiNO13P2S as an isolated structure at a distorted geometry (ωB97M-V with the def2-TZVPD basis set).

Geometry as ORCA input:
```
! RIJCOSX wB97M-V def2-TZVPD def2/J DEFGRID3
* xyz -2 1
C 2.4881 -0.9798 4.8675
C 1.3079 -2.0042 4.3785
P 1.0986 -1.7603 2.5147
C 1.6975 -3.3540 1.6135
C -0.7276 -1.5991 2.0086
C -0.7443 -0.4215 0.8926
O -0.0393 0.6105 1.1413
O -1.4299 -0.5155 -0.2915
N -1.6627 -1.3287 3.1567
B -2.3168 -2.5741 3.6911
O -3.5177 -3.2249 3.1624
O -1.7035 -3.2265 4.8471
P -2.8188 -0.0267 2.8145
O -3.7508 0.3094 4.2827
Cl -4.2506 -0.6513 1.3156
H 2.2536 -0.6161 5.9317
H 3.5226 -1.4679 4.8138
H 2.4041 -0.0771 4.1578
H 1.7119 -3.0525 4.6300
H 0.3949 -1.7239 5.0020
H 1.2355 -3.2834 0.5629
H 2.8443 -3.4201 1.5355
H 1.2307 -4.2622 2.1246
H -1.0479 -2.5661 1.4712
H -4.1028 -3.4917 3.9219
H -2.2327 -3.0526 5.6558
H -4.0074 1.3155 4.1487
Ca -3.2154 -3.6420 1.2159
Br -5.4131 0.8450 3.4309
C -1.1945 0.2945 -8.4926
C 0.0983 0.4601 -8.9859
C 1.1720 0.5810 -8.1044
C 0.9511 0.5487 -6.7288
C -0.3465 0.4076 -6.2351
C -1.4171 0.2688 -7.1203
C -0.6012 0.4217 -4.7746
O -1.7377 0.2942 -4.3500
C 0.5388 0.6011 -3.8549
C 0.3134 0.6754 -2.4804
C 1.3760 0.8282 -1.6085
C 2.6832 0.8995 -2.0937
C 2.9182 0.8341 -3.4641
C 1.8472 0.6948 -4.3498
C 2.1027 0.6605 -5.8008
O 3.2413 0.7275 -6.2427
H -2.0298 0.1913 -9.1790
H 0.2705 0.4928 -10.0557
H 2.1796 0.7049 -8.4962
H -2.4261 0.1455 -6.7406
H -0.6949 0.6161 -2.0834
H 1.1833 0.8878 -0.5439
H 3.5189 1.0099 -1.4063
H 3.9348 0.8947 -3.8384
Li 3.7138 -2.1499 2.7398
C -6.4054 -2.8637 6.5909
Br -4.6232 -3.1311 7.3125
Br -6.7828 -4.0899 5.1354
Br -7.7609 -2.9479 7.9724
H -6.4346 -1.8559 6.1758
C 5.1914 3.5243 -1.1751
O 5.0540 2.2083 -1.0889
H 5.4026 4.0768 -0.2317
H 6.0056 3.9072 -1.8257
H 4.3263 4.1009 -1.5614
Cs 0.9690 -1.3129 -10.1180
O -8.3936 1.5280 5.4374
H -7.7113 1.6578 4.7795
O 4.1387 7.9027 1.1555
S 4.0691 6.4931 1.5800
O 5.2978 5.7885 1.1455
O 2.8962 5.8453 0.9601
O 3.9574 6.4193 3.0481
*
```

Output
- Electronic energy: -14414.7164 Eh

2.
Entry from OMol25: C21H25BHfN8O3 as an isolated structure at a distorted geometry (ωB97M-V with the def2-TZVPD basis set).

Geometry as ORCA input:
```
! RIJCOSX wB97M-V def2-TZVPD def2/J DEFGRID3
* xyz 2 1
Hf -0.7898 0.2921 -0.2798
O -4.9129 0.2906 0.5439
C -3.7309 0.4886 0.5727
N -2.8365 0.2231 -0.4526
C -3.2622 0.4702 -1.7458
O -4.1909 1.1546 -2.0735
C -2.3918 -0.2526 -2.7425
C -2.8506 -0.3756 -4.0463
C -2.1506 -1.1811 -4.9292
C -1.0330 -1.8535 -4.4524
C -0.6187 -1.6423 -3.1471
N -1.2685 -0.8454 -2.2884
C -3.0452 1.0685 1.7798
C -3.8550 1.5255 2.8098
C -3.2687 2.1486 3.8972
C -1.8894 2.2987 3.8965
C -1.1530 1.8162 2.8261
N -1.7018 1.1962 1.7683
H -3.7491 0.1540 -4.3250
H -2.4878 -1.3014 -5.9468
H -0.4876 -2.5353 -5.0859
H 0.2662 -2.1448 -2.7756
H -4.9217 1.3812 2.7179
H -3.8688 2.5260 4.7093
H -1.3890 2.7801 4.7221
H -0.0764 1.9374 2.8269
C 2.1581 -2.8350 -0.5758
N 2.7969 -1.8553 -1.4344
C 4.0377 -2.2951 -2.0396
C 2.2529 -0.6702 -1.6626
C 2.9197 0.2859 -2.5966
O 1.1580 -0.3421 -1.1038
H 2.2500 -3.8253 -1.0230
H 1.0992 -2.6004 -0.4510
H 2.6360 -2.8494 0.4057
H 4.4482 -3.0959 -1.4289
H 4.7680 -1.4917 -2.0852
H 3.8690 -2.6653 -3.0530
H 3.0084 -0.1446 -3.5920
H 3.9267 0.5362 -2.2642
H 2.3319 1.2004 -2.6494
N 1.4909 -2.3134 4.3892
C 1.4372 -1.3502 3.4747
C 0.5010 -1.3373 2.4010
N 0.5361 -0.3996 1.4585
C 1.4820 0.5611 1.5702
C 2.3403 0.5789 2.6690
N 2.3211 -0.3487 3.5954
H 0.8634 -3.0979 4.3994
H 2.1586 -2.2186 5.1396
H -0.2657 -2.0978 2.3329
H 1.5521 1.3126 0.7867
H 3.0471 1.3864 2.8008
B 0.2208 4.1030 0.6317
C -0.1554 2.9781 -0.2807
N -0.4213 2.1164 -1.0583
H -0.6112 4.1788 1.4813
H 1.3216 3.9077 1.0405
H 0.1845 5.0690 -0.0580
*
```

Output
- Electronic energy: -1551.5124 Eh
- Energy relative to the best compared isomer or geometry (same formula, charge and spin): 112.6 kJ/mol

3.
Entry from OMol25: a 2-piece molecular cluster, C21H25F2 overall at a distorted geometry (ωB97M-V with the def2-TZVPD basis set).

Geometry as ORCA input:
```
! RIJCOSX wB97M-V def2-TZVPD def2/J DEFGRID3
* xyz 1 1
C -3.0484 1.3203 -4.3205
C -1.9901 0.6091 -3.4592
C -2.1034 -0.9129 -3.5860
C -2.0505 1.0952 -2.0238
C -1.7490 2.5552 -1.8075
C -2.4145 0.3026 -0.9877
H -2.9820 2.4092 -4.2162
H -2.9185 1.0772 -5.3811
H -4.0597 1.0098 -4.0247
H -1.0066 0.9134 -3.8601
H -1.4329 -1.4202 -2.8844
H -3.1295 -1.2526 -3.4017
H -1.8191 -1.2278 -4.5976
H -0.9895 2.9242 -2.5129
H -2.6415 3.1895 -1.9275
H -1.3771 2.7250 -0.7892
H -2.5393 0.7323 0.0096
H -2.7738 -0.7185 -1.1476
C -0.1725 -4.6848 4.4045
C -0.1805 -3.5067 3.5070
C 0.6920 -2.4454 3.7384
F 1.5803 -2.5745 4.7784
C 0.7375 -1.3148 2.9537
C -0.0076 -1.2871 1.7312
C 0.1739 -0.3135 0.7159
C 1.3245 0.4959 0.5369
C 2.5517 0.3309 1.2621
C 3.5182 1.3111 1.1846
F 4.6344 1.2119 1.9778
C 3.4297 2.4127 0.3370
C 4.4942 3.4406 0.3237
C 2.3013 2.4956 -0.4937
C 1.3048 1.5440 -0.4345
C -0.9639 -2.3311 1.5364
C -1.0302 -3.4115 2.3937
H -1.0143 -5.3337 4.1540
H 0.7477 -5.2706 4.2918
H -0.2545 -4.4007 5.4591
H 1.3689 -0.4797 3.2432
H -0.5939 -0.2433 -0.0421
H 2.7288 -0.5476 1.8746
H 4.2890 4.1499 -0.4807
H 4.5316 4.0002 1.2657
H 5.4854 3.0065 0.1556
H 2.2236 3.3359 -1.1861
H 0.4669 1.5757 -1.1326
H -1.6109 -2.2705 0.6597
H -1.7304 -4.2267 2.2030
*
```

Output
- Electronic energy: -1014.6495 Eh
- Energy relative to the best compared isomer or geometry (same formula, charge and spin): 0.0 kJ/mol

4.
Entry from OMol25: a single C21H25N3O2 molecule at a distorted geometry (ωB97M-V with the def2-TZVPD basis set).

Geometry as ORCA input:
```
! RIJCOSX wB97M-V def2-TZVPD def2/J DEFGRID3
* xyz 0 1
C 5.7561 1.7524 0.3292
C 5.5742 0.8311 -0.8709
O 4.9945 -0.4143 -0.5202
C 3.6993 -0.4222 -0.1288
C 2.6176 0.4665 -0.1742
C 2.3630 1.7724 -0.6368
C 1.1042 2.2780 -0.4984
C 0.0539 1.5433 0.1067
C -1.2812 2.2094 0.1529
O -1.5983 3.0836 -0.6343
N -2.0955 1.7950 1.1518
C -3.4825 2.1819 1.2566
C -4.4032 1.0389 0.8193
C -4.3787 0.8410 -0.6988
C -4.6084 -0.6218 -1.1027
C -3.4150 -1.4602 -0.7420
C -3.4243 -2.2985 0.3648
C -2.2936 -3.0170 0.7180
C -1.1383 -2.9112 -0.0360
C -1.1228 -2.0872 -1.1495
C -2.2499 -1.3661 -1.4957
C 0.2664 0.2672 0.5654
C 1.5483 -0.2860 0.4244
N 1.9592 -1.5036 0.7833
N 3.2474 -1.5543 0.4453
C 4.0178 -2.7431 0.6691
H 6.3701 1.2656 1.0833
H 4.7945 2.0020 0.7716
H 6.2464 2.6689 0.0139
H 6.5455 0.5614 -1.2936
H 4.9765 1.3159 -1.6504
H 3.1357 2.3671 -1.1000
H 0.8662 3.2678 -0.8571
H -1.7933 1.0337 1.7378
H -3.6198 3.0537 0.6134
H -3.6933 2.4639 2.2936
H -5.4204 1.2440 1.1567
H -4.0659 0.1241 1.3135
H -5.1400 1.4719 -1.1608
H -3.4105 1.1587 -1.0883
H -4.7690 -0.6668 -2.1822
H -5.5046 -1.0025 -0.6083
H -4.3261 -2.3951 0.9548
H -2.3162 -3.6594 1.5868
H -0.2492 -3.4531 0.2467
H -0.2240 -1.9997 -1.7416
H -2.2292 -0.7182 -2.3606
H -0.5096 -0.3485 0.9920
H 4.2274 -3.2460 -0.2769
H 4.9640 -2.4861 1.1456
H 3.4347 -3.3984 1.3116
*
```

Output
- Electronic energy: -1129.9811 Eh
- SMILES: CCOc1c2ccc(C(=O)NCCCCc3ccccc3)cc2nn1C
- Energy relative to the best compared isomer or geometry (same formula, charge and spin): 189.2 kJ/mol

5.
Entry from OMol25: a single C21H25N3O4S molecule (ωB97M-V with the def2-TZVPD basis set).

Geometry as ORCA input:
```
! RIJCOSX wB97M-V def2-TZVPD def2/J DEFGRID3
* xyz 0 1
C 4.0910 1.4328 -2.4785
C 3.9096 0.4085 -1.3741
O 2.7244 -0.3398 -1.6396
C 2.3516 -1.2007 -0.6882
O 3.0325 -1.4216 0.2873
C 1.0934 -1.8779 -1.0485
C 0.7912 -2.2585 -2.3359
C 1.5696 -2.1862 -3.5999
N -0.4548 -2.8154 -2.3258
C -0.9884 -2.7756 -1.0839
C -2.3520 -3.2896 -0.8132
C -0.0464 -2.2088 -0.2318
C -0.3590 -1.9686 1.1699
O -1.5072 -2.0267 1.5773
C 0.7606 -1.6494 2.1386
S 0.3793 -0.0633 2.9505
C 0.0732 0.8757 1.5192
N 0.5947 0.6256 0.3505
C 0.0636 1.5691 -0.4900
C 0.2457 1.7565 -1.8542
C -0.4298 2.8023 -2.4492
C -1.2723 3.6418 -1.7193
C -1.4746 3.4653 -0.3642
C -0.7993 2.4194 0.2424
N -0.7723 1.9489 1.5358
C -1.5772 2.3830 2.6446
C -2.7530 1.4303 2.9442
O -3.7673 1.4342 1.9719
C -3.5820 0.5374 0.8973
H 5.0015 1.9989 -2.3044
H 4.1604 0.9381 -3.4441
H 3.2461 2.1158 -2.4948
H 4.7616 -0.2804 -1.3227
H 3.8041 0.8919 -0.3970
H 1.4421 -3.1014 -4.1776
H 2.6239 -2.0436 -3.3884
H 1.2307 -1.3468 -4.2079
H -0.9189 -3.1910 -3.1384
H -3.0698 -2.4688 -0.8178
H -2.6446 -4.0181 -1.5678
H -2.3944 -3.7432 0.1736
H 0.7553 -2.3796 2.9493
H 1.7423 -1.5920 1.6807
H 0.8924 1.0974 -2.4095
H -0.3096 2.9781 -3.5085
H -1.7833 4.4456 -2.2281
H -2.1412 4.1086 0.1900
H -0.9484 2.4430 3.5383
H -1.9677 3.3754 2.4104
H -2.3697 0.4135 3.0963
H -3.2269 1.7721 3.8693
H -2.9006 0.9379 0.1383
H -3.1979 -0.4269 1.2457
H -4.5645 0.3976 0.4474
*
```

Output
- Electronic energy: -1678.6779 Eh
- SMILES: CCOC(=O)c1c(C)[nH]c(C)c1C(=O)CSc1nc2ccccc2n1CCOC
- Energy relative to the best compared isomer or geometry (same formula, charge and spin): 105.6 kJ/mol

6.
Entry from OMol25: a single C21H25N3O5S2 molecule (ωB97M-V with the def2-TZVPD basis set).

Geometry as ORCA input:
```
! RIJCOSX wB97M-V def2-TZVPD def2/J DEFGRID3
* xyz 0 1
C -3.9963 -3.3788 -1.6761
C -3.5246 -3.3127 -0.2291
C -2.4485 -2.2463 -0.0491
C -1.9790 -2.1575 1.4052
N -0.9998 -1.1156 1.5760
C -1.2514 0.1951 1.8730
S -2.8760 0.7921 2.0875
C -2.7263 2.2536 0.9944
C -2.3070 1.7234 -0.3647
O -3.0662 1.0423 -1.0211
C -0.8962 1.9193 -0.7569
C -0.2992 0.8457 -1.4247
C 1.0525 0.8485 -1.7227
O 1.7273 -0.1713 -2.3167
C 1.0171 -1.3349 -2.6607
C 1.8100 1.9698 -1.3797
C 1.2185 3.0608 -0.7810
C -0.1368 3.0613 -0.4574
O -0.7843 4.1228 0.0953
C -0.0471 5.2855 0.3973
N -0.1902 0.9525 1.8824
C 0.8420 0.1291 1.5296
C 2.1820 0.4124 1.2997
C 2.9651 -0.6266 0.8562
S 4.6652 -0.2827 0.4757
N 5.3605 -0.3329 2.0144
O 4.7911 1.0624 -0.0076
O 5.2237 -1.3590 -0.2907
C 2.4911 -1.9196 0.6681
C 1.1664 -2.2262 0.9100
C 0.3454 -1.1869 1.3260
H -3.1732 -3.6453 -2.3358
H -4.7810 -4.1227 -1.7886
H -4.3870 -2.4135 -1.9882
H -4.3716 -3.0783 0.4184
H -3.1311 -4.2860 0.0747
H -2.8500 -1.2780 -0.3559
H -1.5937 -2.4778 -0.6901
H -2.8286 -1.9336 2.0555
H -1.5346 -3.1048 1.7232
H -2.0126 2.9370 1.4390
H -3.7269 2.6811 0.9558
H -0.9322 0.0046 -1.6611
H 0.2224 -1.1233 -3.3837
H 0.5883 -1.8155 -1.7750
H 1.7499 -2.0019 -3.1112
H 2.8701 1.9557 -1.5763
H 1.8359 3.9126 -0.5476
H -0.7677 5.9826 0.8225
H 0.7380 5.0821 1.1313
H 0.3941 5.7261 -0.5015
H 2.5919 1.3992 1.4209
H 5.7809 0.5482 2.2613
H 6.0217 -1.0881 2.0961
H 3.1828 -2.6613 0.3037
H 0.7851 -3.2247 0.7598
*
```

Output
- Electronic energy: -2152.0723 Eh
- SMILES: CCCCn1c(SCC(=O)c2cc(OC)ccc2OC)nc2cc(S(N)(=O)=O)ccc21
- Energy relative to the best compared isomer or geometry (same formula, charge and spin): 134.8 kJ/mol

Number 1: E_HOMO -0.61 eV. Number 2: E_HOMO -14.96 eV. Number 3: E_HOMO -12.19 eV. Number 4: E_HOMO -7.69 eV. Number 5: E_HOMO -7.96 eV. Number 6: E_HOMO -7.86 eV.